P) Density functional theory data (ωB97M-V/def2-TZVPD) for a 2-piece molecular cluster, C7H8 overall.

Values from the calculation:
M: 92.141 g/mol
orbital gap (alpha / beta): 6.25 / 6.23 eV
HOMO (alpha / beta): -0.279 / -0.279 Ha

Element x y z (Å)
C: 1.905 0.084 -0.577
C: -2.598 -0.559 -1.522
C: -0.638 -0.169 0.114
C: 0.486 0.517 -0.490
C: -0.794 -0.907 1.207
C: -1.190 -1.557 2.151
C: 1.592 1.220 0.288
H: -2.620 0.497 -1.622
H: -1.440 -2.040 2.961
H: 2.344 0.385 -1.491
H: -3.332 -1.027 -0.890
H: 1.749 2.287 0.128
H: 1.812 0.839 1.274
H: 2.379 -0.861 -0.224
H: 0.345 1.291 -1.307

Q) Density functional theory data (ωB97M-V/def2-TZVPD) for an isolated molecule of C7H8.

Values from the calculation:
M: 92.141 g/mol
orbital gap: 9.79 eV
SMILES: Cc1ccccc1
HOMO: -0.321 Ha

Element x y z (Å)
C: -0.742 0.888 -0.273
C: -1.692 -0.094 -0.187
C: 0.145 -1.680 -0.176
C: 1.493 1.847 0.510
C: -1.185 -1.388 0.054
C: 1.086 -0.659 -0.025
C: 0.599 0.660 -0.032
H: -1.867 -2.116 0.442
H: 1.378 1.879 1.599
H: 2.120 -0.799 -0.353
H: 1.163 2.781 0.058
H: 2.531 1.616 0.026
H: 0.528 -2.653 -0.526
H: -0.999 1.943 -0.323
H: -2.762 0.092 -0.202

R) Density functional theory data (ωB97M-V/def2-TZVPD) for an isolated molecule of C7H8.

Values from the calculation:
M: 92.141 g/mol
orbital gap: 10.18 eV
SMILES: Cc1ccccc1
HOMO: -0.333 Ha

Element x y z (Å)
C: -1.097 -1.269 -0.077
C: -0.944 0.771 1.161
C: 0.794 0.190 -0.406
C: 0.112 -0.986 -0.682
C: 0.226 1.080 0.498
C: -1.637 -0.391 0.843
C: 2.042 0.528 -1.169
H: 2.138 1.607 -1.309
H: 0.725 2.009 0.744
H: 2.981 0.211 -0.704
H: 0.580 -1.704 -1.340
H: -1.380 1.468 1.872
H: -2.581 -0.571 1.348
H: -1.709 -2.119 -0.365
H: 1.976 0.120 -2.175

Which one is most stable, and which one is least stable? R) is the most stable of them, while P) is the least stable.

P) Density functional theory data (ωB97M-V/def2-TZVPD) for an isolated molecule of C7H8.

Values from the calculation:
M: 92.141 g/mol
orbital gap: 10.38 eV
SMILES: C#CCC=C=CC
HOMO: -0.346 Ha

Element x y z (Å)
C: -1.534 0.232 -1.512
C: -0.379 -0.673 -1.382
C: 1.832 -0.472 1.329
C: 0.995 0.859 1.544
C: 1.008 -1.197 0.614
C: -0.170 -1.204 0.022
C: -2.482 0.963 -1.651
H: -1.059 -1.506 0.576
H: -0.522 -1.516 -2.067
H: 0.098 0.484 2.025
H: 0.528 -0.149 -1.709
H: 0.798 1.186 0.523
H: 1.209 1.788 2.081
H: -3.329 1.605 -1.787
H: 2.822 -0.783 1.682

Q) Density functional theory data (ωB97M-V/def2-TZVPD) for C7H8 as an isolated structure.

Values from the calculation:
M: 92.141 g/mol
orbital gap: 10.16 eV
HOMO: -0.342 Ha

Element x y z (Å)
C: 2.015 -2.025 0.330
C: 0.164 0.407 -1.546
C: -0.113 0.938 1.316
C: -2.087 -1.760 0.008
C: 0.108 -0.321 -0.173
C: -1.080 -1.100 -0.058
C: 1.191 -1.158 0.185
H: -0.169 0.204 2.157
H: 1.207 0.670 -1.761
H: 2.940 -2.364 0.812
H: -0.312 1.331 -1.555
H: 0.814 1.551 1.446
H: -0.343 -0.309 -2.153
H: -2.790 -2.420 0.326
H: -0.959 1.571 1.249

R) Density functional theory data (ωB97M-V/def2-TZVPD) for an isolated molecule of C7H8.

Values from the calculation:
M: 92.141 g/mol
orbital gap (alpha / beta): 8.58 / 8.58 eV
HOMO (alpha / beta): -0.304 / -0.304 Ha

Element x y z (Å)
C: -1.309 -0.006 1.143
C: 1.690 -0.360 0.002
C: 0.677 -1.215 -0.035
C: 1.484 1.090 -0.007
C: -0.705 -0.699 -0.015
C: -1.356 0.037 -1.120
C: -0.904 0.908 0.022
H: 0.808 -2.290 -0.055
H: 1.714 1.643 0.889
H: 1.590 1.620 -0.939
H: -0.747 0.017 2.070
H: 2.718 -0.710 0.048
H: -0.840 0.086 -2.073
H: -2.436 -0.028 -1.229
H: -2.383 -0.094 1.299

Which one is most stable, and which one is least stable? P) is the most stable of them, while R) is the least stable.

P) Density functional theory data (ωB97M-V/def2-TZVPD) for a 2-piece molecular cluster, C4H5NO3 overall.

Values from the calculation:
M: 115.088 g/mol
orbital gap (alpha / beta): 8.52 / 8.52 eV
HOMO (alpha / beta): -0.312 / -0.312 Ha

Element x y z (Å)
O: -0.149 -1.167 -0.783
O: 1.791 -0.509 1.325
O: 2.834 0.893 -0.124
N: 1.994 0.183 0.382
C: -1.210 -1.577 -0.029
C: 0.272 0.126 -0.776
C: -0.621 2.235 0.401
C: -0.374 1.226 -0.141
H: -1.611 -2.499 -0.467
H: -0.921 -1.674 0.995
H: -0.768 3.061 1.111
H: 0.777 0.422 -1.731
H: -2.015 -0.720 -0.163

Q) Density functional theory data (ωB97M-V/def2-TZVPD) for an isolated molecule of C4H5NO3.

Values from the calculation:
M: 115.088 g/mol
orbital gap: 9.62 eV
SMILES: [H]/N=C(/C)[C@@]1(O)OC1=O
HOMO: -0.349 Ha

Element x y z (Å)
O: -0.497 -0.860 -1.893
O: 1.381 -1.284 -0.375
O: 0.472 1.617 -2.021
N: -1.877 -0.144 0.456
C: 0.265 -0.608 -0.774
C: -0.647 0.034 0.516
C: 0.120 0.663 1.621
C: 0.336 0.515 -1.662
H: 1.697 -1.846 -1.098
H: 0.489 1.640 1.305
H: -0.527 0.767 2.491
H: -2.191 -0.538 -0.439
H: 0.979 0.041 1.873

Which one is most stable, and which one is least stable? Q) is the most stable of them, while P) is the least stable.

P) Density functional theory data (ωB97M-V/def2-TZVPD) for an isolated molecule of C4H5NO3.

Values from the calculation:
M: 115.088 g/mol
orbital gap: 8.67 eV
SMILES: O=C[C@@H](O)[C@H]1NC1=O
HOMO: -0.333 Ha

Element x y z (Å)
O: -0.953 1.188 -1.858
O: 1.913 -0.048 -1.777
O: -1.235 0.017 1.449
N: 1.005 -1.443 0.015
C: 1.008 -0.119 0.650
C: -0.260 0.620 0.689
C: 1.250 -0.396 -0.841
C: -0.890 0.341 -1.025
H: -1.619 -0.504 -0.960
H: 1.795 0.092 1.361
H: 0.170 -2.016 -0.002
H: -2.028 0.567 1.483
H: -0.156 1.701 0.815

Q) Density functional theory data (ωB97M-V/def2-TZVPD) for an isolated molecule of C4H5NO3.

Values from the calculation:
M: 115.088 g/mol
orbital gap (alpha / beta): 7.38 / 8.15 eV
HOMO (alpha / beta): -0.295 / -0.301 Ha

Element x y z (Å)
O: -0.704 -3.467 -1.472
O: 0.781 -2.390 -0.157
O: -0.041 1.689 0.212
N: 0.003 0.314 0.017
C: 1.511 -1.435 0.351
C: -0.277 -2.908 -0.527
C: -1.321 2.220 -0.069
C: 1.191 -0.069 0.284
H: -1.707 2.196 -1.131
H: -2.103 1.769 0.582
H: 2.091 -1.964 1.061
H: -1.194 3.256 0.146
H: 1.770 0.789 0.702

R) Density functional theory data (ωB97M-V/def2-TZVPD) for a 2-piece molecular cluster, C4H5NO3 overall.

Values from the calculation:
M: 115.088 g/mol
orbital gap: 9.86 eV
HOMO: -0.370 Ha

Element x y z (Å)
O: -1.508 0.634 1.888
O: 2.139 -0.128 0.552
O: -0.187 1.929 -1.982
N: -0.496 0.502 -0.143
C: -1.152 1.319 0.923
C: 1.320 -1.125 0.281
C: -0.082 -0.892 0.174
C: -0.171 0.853 -1.286
H: -1.165 2.537 0.804
H: -0.453 -1.633 -0.531
H: 1.729 -2.549 -0.021
H: -0.427 -1.354 0.966
H: 0.452 -0.093 -1.625

S) Density functional theory data (ωB97M-V/def2-TZVPD) for C4H5NO3 as an isolated structure.

Values from the calculation:
M: 115.088 g/mol
orbital gap: 8.35 eV
HOMO: -0.289 Ha

Element x y z (Å)
O: 2.832 -0.169 0.178
O: 0.866 -0.925 -0.388
O: -0.847 2.232 -0.023
N: 1.240 1.405 -0.212
C: 1.676 0.145 -0.251
C: -0.118 1.062 -0.201
C: -0.485 -0.298 -0.116
C: -1.567 -1.326 0.036
H: -2.564 -0.865 0.167
H: -1.226 -2.298 -0.643
H: -1.951 2.135 0.089
H: 3.302 0.655 0.407
H: -1.158 -1.753 0.960

Which one is most stable, and which one is least stable? S) is the most stable of them, while Q) is the least stable.

P) Density functional theory data (ωB97M-V/def2-TZVPD) for an isolated ion of composition C2H7N4O and charge +1.

Values from the calculation:
net charge: +1
M: 103.105 g/mol
orbital gap (alpha / beta): 6.58 / 6.59 eV
SMILES: C=C(N)NON=[NH2+]
HOMO (alpha / beta): -0.451 / -0.451 Ha

Element x y z (Å)
O: -1.037 0.912 -0.006
N: 0.205 0.956 0.456
N: -1.675 -0.222 0.261
N: 2.423 0.520 -0.159
N: -2.868 -0.182 -0.170
C: 0.697 -1.314 -0.003
C: 1.154 0.008 0.091
H: 1.401 -2.097 -0.175
H: -3.342 -1.063 -0.087
H: -0.046 -1.578 0.684
H: 3.151 -0.107 -0.349
H: 2.391 1.510 -0.287
H: -3.186 0.755 -0.576
H: 0.733 1.902 0.319

Q) Density functional theory data (ωB97M-V/def2-TZVPD) for a 2-piece molecular cluster, C2H7N4O overall.

Values from the calculation:
net charge: +1
M: 103.105 g/mol
orbital gap: 9.42 eV
HOMO: -0.535 Ha

Element x y z (Å)
O: -1.891 -0.811 2.362
N: -2.670 -0.758 -1.074
N: -0.873 0.457 0.173
N: 0.826 1.482 -0.589
N: -0.039 0.650 -0.752
C: -2.401 -1.086 1.334
C: -2.081 -0.544 -0.024
H: 1.653 1.491 -1.304
H: -3.090 -1.899 1.221
H: -0.967 1.130 1.043
H: 0.822 2.222 0.163
H: 0.822 -0.438 1.924
H: 1.351 0.071 2.045
H: -2.503 -0.674 -2.078

Which one is most stable, and which one is least stable? Q) is the most stable of them, while P) is the least stable.